1.
C12H23B | wB97M-V/def2-TZVPD

```
36
Properties=species:S:1:pos:R:3:lowdin_charge:R:1
C -3.16587 1.21411 3.13053 -0.09
C -1.79892 1.88651 2.71205 -0.26
C -1.35323 1.45212 1.30973 -0.23
C -0.84111 0.01550 1.35908 -0.12
B 0.24242 -0.36770 0.13660 -0.24
C -0.45098 -0.74535 -1.22428 -0.26
C -0.01033 -2.18049 -1.42779 -0.16
C 1.53086 -2.26300 -1.59231 -0.17
C 2.27499 -1.68948 -0.31595 -0.17
C 1.81891 -0.34599 0.10022 -0.24
C 2.04542 0.87018 -0.91543 -0.11
C 1.46480 0.69837 -2.34207 -0.16
C -0.07355 0.33588 -2.26254 -0.12
H -2.88978 0.27478 3.52943 0.05
H -3.67086 1.79546 3.92587 0.07
H -3.79791 1.29104 2.28712 0.05
H -1.97329 2.93563 2.65766 0.08
H -1.05494 1.63979 3.53227 0.12
H -0.52077 2.07917 0.90296 0.11
H -2.22621 1.64889 0.59771 0.13
H -1.60944 -0.69308 1.38198 0.08
H -0.21196 -0.09708 2.21111 0.08
H -1.52993 -0.71233 -0.97100 0.13
H -0.52771 -2.59631 -2.26046 0.10
H -0.30871 -2.78487 -0.55315 0.13
H 1.97504 -3.28123 -1.86143 0.12
H 1.78513 -1.68667 -2.54206 0.10
H 3.36626 -1.64247 -0.63127 0.13
H 2.09663 -2.40556 0.48913 0.12
H 2.06219 -0.12564 1.19214 0.15
H 1.60880 1.71276 -0.49344 0.08
H 3.10704 1.06072 -0.83058 0.11
H 2.02116 -0.08540 -2.85629 0.07
H 1.67171 1.54091 -3.02310 0.11
H -0.53350 1.29744 -2.13909 0.10
H -0.52235 -0.04661 -3.21335 0.12
```

Calculated values
energy: -13492.0426 eV
lowest unoccupied orbital energy: 0.0261 hartree
structure (SMILES): CCCCB1[C@H]2CCC[C@@H]1CCC2
ΔE to the lowest compared entry with this formula, charge and spin: 0.00 kJ/mol
HOMO-LUMO gap: 9.518 eV

---

2.
C12H23BeN2O2P2Se | wB97M-V/def2-TZVPD

```
43
Properties=species:S:1:pos:R:3:lowdin_charge:R:1
Be -0.05625 -0.12170 -0.28626 -0.18
P 0.21505 1.48232 1.49826 0.93
C 0.57717 2.80444 0.34193 -0.20
C 0.87619 2.35427 -1.00647 -0.30
N 0.70455 1.00584 -1.37764 0.05
C 1.16111 0.52963 -2.57088 -0.28
C 1.94381 1.33251 -3.40100 0.00
C 2.13901 2.69681 -3.06593 -0.02
C 1.54167 3.22635 -1.92808 0.00
C 0.79633 -0.92110 -2.94452 -0.23
P -0.77785 -1.36996 -2.01373 0.93
H 1.65085 4.28249 -1.63796 0.13
H 2.38633 0.86552 -4.30227 0.13
H 2.76531 3.32272 -3.72345 0.13
H 0.64559 -0.98798 -4.05521 0.11
H 1.62272 -1.61715 -2.64036 0.12
H -1.90460 2.91706 -0.86022 -0.01
H 0.16739 3.89743 0.39788 0.13
H -2.93658 0.94354 0.02208 -0.01
O -2.71721 2.81566 -1.36548 -0.08
H -3.34710 3.45779 -0.88250 0.11
H -1.41448 -0.28696 -0.29502 0.06
O -2.73589 0.13817 0.42832 -0.06
H -3.28221 -0.50386 -0.17733 0.14
C -2.00338 -0.81868 -3.23948 -0.23
H -1.68197 -1.15358 -4.23966 0.06
H -2.96326 -1.28808 -2.97423 0.06
H -2.08298 0.28065 -3.20997 0.06
C -0.71206 -3.18334 -2.11224 -0.23
H -1.59498 -3.55810 -1.58683 0.05
H -0.72909 -3.54687 -3.14734 0.06
H 0.18781 -3.56108 -1.61252 0.06
C 1.90353 1.62706 2.20798 -0.22
H 1.95539 2.52722 2.83955 0.06
H 2.17478 0.72328 2.75145 0.04
H 2.60302 1.76661 1.37254 0.05
C -0.92700 2.16100 2.76915 -0.23
H -1.07484 1.36513 3.51601 0.06
H -0.51439 3.05639 3.26225 0.06
H -1.91155 2.40124 2.33722 0.04
Se 1.23454 -2.78610 3.09544 0.62
C 0.60472 -1.94435 1.71142 -0.91
N 0.28535 -1.31856 0.73794 -0.06
```

Calculated values
energy: -104209.7153 eV
lowest unoccupied orbital energy (alpha / beta): -0.1853 / -0.1397 hartree
total charge: +1
ΔE to the lowest compared entry with this formula, charge and spin: 383.24 kJ/mol
HOMO-LUMO gap (alpha / beta): 4.857 / 6.574 eV

---

3.
C12H23CaO22S5Ti | wB97M-V/def2-TZVPD

```
64
Properties=species:S:1:pos:R:3:lowdin_charge:R:1
Ti -3.60609 3.79559 3.31319 1.09
Ca 0.00648 4.23146 3.75676 1.65
C -1.10423 0.89499 0.80156 0.06
C -0.72363 2.06333 1.86778 -0.66
O 0.45948 2.31663 2.12750 -0.09
O -1.48664 2.75454 2.53070 -0.30
H -2.15969 0.62794 0.74866 0.08
H -0.59149 -0.05215 0.63383 0.06
H -0.79480 1.43657 -0.09234 0.07
C -2.00548 0.29176 -3.08288 -0.14
C -0.96774 1.07634 -3.95799 -0.17
O 0.33825 0.64861 -3.59181 -0.20
S 0.26789 -0.83108 -2.87889 0.70
O 1.33762 -0.94703 -1.94864 -0.22
O -0.01805 -1.90935 -3.82313 -0.21
O -1.15909 -0.38841 -2.11714 -0.24
H -2.62045 -0.39662 -3.66257 0.13
H -2.65217 1.07205 -2.68157 0.12
H -1.09048 2.11680 -3.65720 0.12
H -1.19784 0.98627 -5.01960 0.14
C 4.55215 1.39996 0.08975 -0.20
C 5.46015 0.40237 0.71364 -0.16
O 4.56813 -0.59533 1.27715 -0.19
S 3.06369 -0.03816 1.67793 0.77
O 2.82609 0.10765 3.13909 -0.26
O 1.98732 -0.53983 0.83910 -0.25
O 3.64160 1.45303 1.16308 -0.26
H 4.07711 0.96225 -0.78822 0.14
H 5.09263 2.33005 -0.08612 0.15
H 6.09866 0.89228 1.44876 0.14
H 6.10171 0.02272 -0.08158 0.15
C 0.37463 -4.24030 -1.28356 -0.13
C -0.47178 -3.37952 -0.31649 -0.25
O -1.75593 -3.39141 -0.78177 -0.23
S -2.11539 -4.92554 -1.32422 0.77
O -2.69470 -4.73765 -2.65996 -0.24
O -2.75827 -5.69296 -0.28170 -0.22
O -0.49165 -5.36749 -1.40744 -0.18
H 1.35634 -4.56886 -0.94238 0.15
H 0.49858 -3.62553 -2.17508 0.10
H -0.18300 -2.35642 -0.07571 0.11
H -0.66545 -3.87979 0.63236 0.11
C -2.39540 -2.02429 2.40711 -0.22
C -3.79350 -2.26420 1.95896 -0.21
O -4.25241 -3.41611 2.59754 -0.16
S -3.01426 -4.30134 3.23341 0.69
O -2.87879 -5.61530 2.71293 -0.18
O -3.07467 -4.08078 4.64958 -0.22
O -1.86825 -3.29310 2.66435 -0.19
H -2.31988 -1.42590 3.31503 0.13
H -1.82281 -1.49030 1.64876 0.09
H -3.88247 -2.31752 0.87390 0.13
H -4.44351 -1.48360 2.35426 0.13
C 1.50062 3.64574 -0.89624 -0.21
C 2.27735 4.38831 0.21655 -0.10
O 1.59653 5.73193 0.14681 -0.27
S 0.48258 5.86137 -1.12610 0.74
O 0.61856 7.11314 -1.81252 -0.18
O -0.81939 5.42142 -0.64005 -0.28
O 1.23575 4.60523 -1.87415 -0.17
H 0.54913 3.41363 -0.41782 0.09
H 1.96647 2.69670 -1.16161 0.14
H 3.26706 4.60503 -0.18544 0.13
H 2.27685 4.21013 1.29190 0.10
```

Calculated values
spin multiplicity: 4
energy: -153565.1671 eV
lowest unoccupied orbital energy (alpha / beta): -0.3255 / -0.3387 hartree
total charge: +2
⟨S²⟩: 3.751
HOMO-LUMO gap (alpha / beta): 5.194 / 4.832 eV

---

4.
C12H23ClO3Si | wB97M-V/def2-TZVPD

```
40
Properties=species:S:1:pos:R:3:lowdin_charge:R:1
C 1.03566 -3.57367 1.65792 0.05
C 1.00926 -2.93054 0.54153 -0.07
C 1.79954 -1.67992 0.37531 -0.51
O 1.95317 -0.94644 1.29423 0.13
O 2.25468 -1.49385 -0.87432 0.05
C 2.17522 -0.16518 -1.42447 -0.28
C 3.09427 0.87573 -0.75722 -0.12
C 2.46231 2.21886 -0.33763 -0.25
C 2.91043 2.57254 1.08304 -0.56
Cl 1.66270 3.60459 1.87939 0.53
C 0.76489 0.27640 -1.76557 -0.10
C -0.24319 0.37972 -0.62720 -0.26
O -1.21474 -0.66685 -0.68275 -0.20
Si -2.70317 -0.25507 -0.04061 0.44
C -3.83670 0.50582 -1.34004 -0.16
C -3.58293 -1.80638 0.58208 -0.15
C -2.59060 0.92700 1.41592 -0.16
H 0.30818 -4.34431 1.81736 0.07
H 1.76504 -3.29888 2.39706 0.08
H 0.43361 -3.23125 -0.31395 0.11
H 2.61733 -0.30544 -2.40187 0.14
H 3.92983 1.09484 -1.40765 0.11
H 3.55786 0.43556 0.11021 0.10
H 1.38261 2.27299 -0.32611 0.06
H 2.85018 2.99827 -0.97758 0.11
H 2.97996 1.69550 1.70576 0.06
H 3.86008 3.08775 1.08262 0.07
H 0.82102 1.21412 -2.30262 0.12
H 0.37336 -0.43780 -2.48205 0.13
H 0.22864 0.40625 0.34701 0.11
H -0.75874 1.33897 -0.72191 0.11
H -4.28804 -0.28179 -1.93351 0.03
H -4.64946 1.05451 -0.87491 0.03
H -3.31940 1.18413 -2.01499 0.03
H -4.63045 -1.79144 0.31328 0.02
H -3.12775 -2.72175 0.22266 0.02
H -3.53790 -1.80635 1.66772 0.02
H -3.53320 0.95788 1.94825 0.03
H -2.42021 1.93567 1.04999 0.03
H -1.79336 0.69978 2.11564 0.04
```

Calculated values
energy: -39360.4450 eV
lowest unoccupied orbital energy: 0.0274 hartree
structure (SMILES): C=CC(=O)O[C@H](CCCCl)CCO[Si](C)(C)C
HOMO-LUMO gap: 10.705 eV

---

5.
C12H23EuN2O2P2S | wB97M-V/def2-TZVPD

```
43
Properties=species:S:1:pos:R:3:lowdin_charge:R:1
Eu -0.93352 -1.21693 0.91226 1.37
P 1.39062 -2.25053 -0.31981 0.70
C 2.15420 -0.90021 -1.10484 -0.21
C 1.34869 0.17482 -1.62860 -0.34
N 0.08448 0.42079 -1.12713 0.03
C -0.60792 1.45858 -1.62087 -0.34
C -0.13703 2.23730 -2.67058 0.00
C 1.11344 2.00522 -3.21513 0.00
C 1.87395 0.97337 -2.67880 0.02
C -1.99273 1.81226 -1.09678 -0.30
P -2.27124 1.26585 0.61893 0.74
H 2.87156 0.75992 -3.02453 0.12
H -0.79758 3.03313 -3.03169 0.14
H 1.49266 2.63803 -4.00944 0.13
H -2.03356 2.91950 -1.17724 0.11
H -2.71134 1.33236 -1.79511 0.12
H 3.44333 0.69732 0.44861 0.04
H 3.15469 -0.89982 -1.54324 0.10
H 2.17482 1.20681 2.63810 0.00
O 3.52941 1.07951 1.35471 -0.06
H 4.44929 1.41703 1.39394 0.09
H -0.18393 -0.83482 2.56287 -0.18
O 1.45138 0.87509 3.22299 -0.15
H 0.68769 1.49955 3.10741 0.02
C -1.70237 2.70770 1.58822 -0.25
H -2.30862 3.59997 1.36724 0.07
H -1.79728 2.42189 2.64976 0.06
H -0.63772 2.89802 1.37565 0.05
C -4.09387 1.26514 0.84510 -0.26
H -4.25454 0.98612 1.90220 0.05
H -4.52905 2.25680 0.62836 0.07
H -4.55612 0.47795 0.21904 0.05
C 1.18210 -3.67775 -1.42587 -0.24
H 2.12472 -4.14015 -1.75638 0.07
H 0.59440 -4.39441 -0.83153 0.05
H 0.58287 -3.38315 -2.30176 0.06
C 2.40269 -2.75592 1.10150 -0.25
H 1.83318 -3.59623 1.52664 0.05
H 3.40954 -3.07886 0.79315 0.07
H 2.45141 -1.93153 1.83169 0.05
S -4.32150 -4.81862 1.91920 1.01
C -3.33484 -3.69377 1.38888 -0.76
N -2.59636 -2.84733 0.96286 -0.07
```

Calculated values
spin multiplicity: 7
energy: -68613.8345 eV
lowest unoccupied orbital energy (alpha / beta): -0.2330 / -0.3830 hartree
total charge: +2
⟨S²⟩: 12.080
HOMO-LUMO gap (alpha / beta): 8.048 / 4.127 eV

---

6.
C12H23FO6P | wB97M-V/def2-TZVPD

```
43
Properties=species:S:1:pos:R:3:lowdin_charge:R:1
C 0.59532 0.50446 4.15224 0.00
C 0.80533 -0.05302 2.78220 -0.50
O 1.19377 0.64300 1.88039 0.10
O 0.63725 -1.40365 2.53542 0.06
C -0.68203 -1.89733 2.45139 -0.52
O -0.94430 -2.54390 1.47049 0.10
C -1.63422 -1.62896 3.53252 -0.29
P -2.73510 -0.04420 3.25051 0.43
C -3.86248 1.55358 3.04564 -0.29
C -3.00711 2.68625 2.73823 -0.61
O -2.68818 3.07383 1.64529 0.08
F -2.47601 3.29126 3.82041 0.06
H -0.33731 0.20831 4.60388 0.02
H 1.39984 0.16087 4.79228 0.09
H 0.59031 1.56972 4.06105 0.09
H -1.11216 -1.53732 4.47351 0.06
H -2.29645 -2.47152 3.59008 0.07
H -3.88607 -0.77310 3.79964 -0.03
H -3.07525 -0.49532 1.90788 0.00
H -1.59960 0.69432 2.69018 -0.01
H -2.40651 0.41235 4.61946 -0.02
H -4.36391 1.72869 3.99154 0.07
H -4.60818 1.44391 2.27614 0.07
C 1.45555 1.87213 -3.00417 -0.04
C 0.33640 0.99398 -2.48393 -0.51
O -0.52437 0.58442 -3.22980 0.05
C 0.36671 0.66859 -1.01616 -0.02
H 1.32704 2.03458 -4.07296 0.08
H 1.44039 2.83431 -2.49129 0.08
H 2.42032 1.39251 -2.82710 0.08
H 0.31350 1.58469 -0.42892 0.09
H 1.28830 0.14359 -0.76729 0.08
H -0.47958 0.03610 -0.75979 0.09
C 1.63157 -1.33850 -5.13397 -0.01
C 2.91624 -1.53015 -5.89767 -0.51
O 3.04606 -1.15563 -7.03945 0.06
C 4.04584 -2.21662 -5.16494 -0.03
H 0.90217 -0.83572 -5.76250 0.09
H 1.23121 -2.30558 -4.82667 0.09
H 1.80889 -0.73113 -4.24729 0.07
H 3.73821 -3.21741 -4.85904 0.08
H 4.31784 -1.64333 -4.27762 0.08
H 4.91079 -2.29305 -5.81980 0.08
```

Calculated values
energy: -37107.4739 eV
lowest unoccupied orbital energy: 0.0933 hartree
total charge: -1
ΔE to the lowest compared entry with this formula, charge and spin: 0.00 kJ/mol
HOMO-LUMO gap: 7.216 eV

---

7.
C12H23N2O11 | wB97M-V/def2-TZVPD

```
48
Properties=species:S:1:pos:R:3:lowdin_charge:R:1
N 1.01651 -2.74129 -2.72044 -0.77
O 2.13006 -2.28953 -2.59490 -0.10
O 0.91840 -3.82273 -3.24546 -0.07
O 0.12918 -2.11625 -2.25166 -0.06
C 0.51261 0.32805 4.99706 -0.13
O -0.33400 -0.13970 3.93637 -0.18
C -0.75717 0.96764 3.10725 -0.16
C -2.40377 0.92235 3.24902 -0.15
N -2.93600 -0.23014 2.44738 -0.08
C -4.38328 -0.20680 2.31627 -0.22
C -4.96888 1.09491 1.76936 -0.24
O -6.27863 0.81488 1.29799 -0.20
C -7.03943 1.84325 0.60347 -0.08
H 0.16592 1.21530 5.52687 0.08
H 1.55232 0.58651 4.79633 0.08
H 0.51599 -0.53140 5.66744 0.08
H -0.42784 0.87312 2.07250 0.11
H -0.49979 1.99467 3.36623 0.10
H -2.76196 1.85681 2.81706 0.08
H -2.74768 0.81765 4.27803 0.11
H -2.53605 -0.36242 1.52943 0.11
H -4.83277 -0.41923 3.28627 0.11
H -4.47389 -1.09271 1.68773 0.12
H -4.32578 1.49340 0.98468 0.12
H -4.97222 1.82061 2.58266 0.11
H -6.47784 2.13212 -0.28494 0.08
H -7.42112 2.68207 1.18555 0.08
H -7.87429 1.31748 0.14013 0.08
C -1.82498 1.98806 -6.84677 -0.04
C -3.22131 1.19104 -6.89098 -0.12
O -4.06902 1.97929 -6.14633 0.05
C -3.46654 3.03294 -5.56280 -0.50
O -3.93721 3.81683 -4.64302 0.05
O -2.25902 3.09926 -6.04946 0.04
H -1.43583 2.33616 -7.80358 0.13
H -1.16115 1.49193 -6.13875 0.14
H -3.05392 0.31388 -6.26594 0.13
H -3.61320 0.81316 -7.83530 0.13
C 9.07243 -2.48771 0.73537 -0.07
C 10.52971 -2.85123 0.46175 -0.14
O 11.05783 -2.96519 1.76859 0.06
C 10.08887 -3.49372 2.52245 -0.54
O 10.28629 -4.07277 3.67724 0.04
O 8.98483 -3.18520 1.97261 0.11
H 8.61446 -2.72467 -0.22496 0.14
H 9.05366 -1.40145 0.82360 0.14
H 11.06340 -1.98846 0.06309 0.13
H 10.80208 -3.70076 -0.16451 0.14
```

Calculated values
energy: -38312.4136 eV
lowest unoccupied orbital energy: 0.0754 hartree
total charge: -1
HOMO-LUMO gap: 5.866 eV

---

8.
C12H23N2O2P2SeV | wB97M-V/def2-TZVPD

```
43
Properties=species:S:1:pos:R:3:lowdin_charge:R:1
V -0.05126 0.07782 0.24778 0.54
P 1.02463 -2.03375 0.30741 0.82
C -0.17304 -3.05275 -0.56026 -0.15
C -1.45077 -2.53301 -0.76946 -0.31
N -1.63969 -1.16327 -0.53568 -0.01
C -2.86335 -0.65455 -0.76412 -0.30
C -3.96452 -1.44416 -1.08641 0.03
C -3.83397 -2.82311 -1.26669 0.02
C -2.56503 -3.35782 -1.14180 0.04
C -3.01345 0.82758 -0.57440 -0.25
P -1.39069 1.69768 -0.83322 0.84
H -2.38128 -4.42746 -1.23427 0.14
H -4.92225 -0.94322 -1.17871 0.14
H -4.69334 -3.44205 -1.50150 0.14
H -3.76566 1.24606 -1.25889 0.12
H -3.30835 1.07680 0.46387 0.12
H 0.25046 -3.33935 -3.36471 0.02
H -0.01527 -4.11994 -0.78116 0.12
H 1.30275 -0.53328 -4.25119 0.03
O 0.53839 -2.94256 -4.21222 -0.06
H 0.73226 -3.69938 -4.78507 0.06
H 0.95577 0.36429 -0.92221 0.03
O 1.65416 0.36414 -4.07717 -0.06
H 0.94907 0.85118 -3.63918 -0.02
C -1.45937 2.02777 -2.62832 -0.22
H -2.37380 2.60132 -2.90065 0.08
H -0.53988 2.59128 -2.89089 0.07
H -1.43614 1.05124 -3.15429 0.06
C -1.68860 3.33760 -0.09683 -0.22
H -0.78549 3.94501 -0.31537 0.07
H -2.61033 3.82860 -0.48702 0.08
H -1.75112 3.18941 1.00057 0.06
C 1.04920 -2.79349 1.95742 -0.21
H 1.32117 -3.85673 1.92491 0.08
H 1.74968 -2.23196 2.58604 0.06
H 0.04637 -2.70334 2.39288 0.06
C 2.65266 -2.34490 -0.42398 -0.21
H 3.38688 -1.83107 0.21624 0.07
H 2.87945 -3.42008 -0.49466 0.08
H 2.66242 -1.87630 -1.41980 0.06
Se 2.38328 2.62092 3.42305 0.96
C 1.53570 1.70511 2.24900 -0.85
N 0.91066 1.05645 1.47053 -0.12
```

Calculated values
spin multiplicity: 3
energy: -129487.1895 eV
lowest unoccupied orbital energy (alpha / beta): -0.3276 / -0.3179 hartree
total charge: +2
⟨S²⟩: 2.148
HOMO-LUMO gap (alpha / beta): 6.123 / 6.902 eV